A molecular structure, C19H25IrN4S2 in a non-equilibrium geometry. Source: the OMol25 dataset; level of theory: wB97M-V/def2-TZVPD.

As for the energy relative to the best compared isomer or geometry (same formula, charge and spin): 24.1 kcal/mol. The net charge is +3. The calculation puts the HOMO energy (alpha / beta) at -17.907 / -17.977 eV. The calculation puts the LUMO energy (alpha / beta) at -12.22 / -12.23 eV. The HOMO-LUMO gap (alpha / beta) comes out at 5.685 / 5.745 eV. Its spin multiplicity is 2.

Atoms and positions in Å:
Ir (-0.5000, 0.2551, 0.1664)
C (-1.1124, 3.1965, 0.1608)
N (-0.8971, 2.0800, -0.8244)
C (-2.1530, 1.8851, -1.6139)
C (0.2472, 2.3591, -1.6692)
C (0.4041, 3.5665, -2.3120)
C (1.5378, 3.7668, -3.0907)
C (2.5026, 2.7641, -3.1952)
C (2.3274, 1.5488, -2.5731)
C (1.1605, 1.3109, -1.8184)
N (0.7716, 0.1198, -1.1948)
C (1.2152, -1.1735, -1.5259)
C (2.4115, -1.5464, -2.1684)
C (2.6364, -2.8715, -2.4734)
C (1.6975, -3.8523, -2.1517)
C (0.5321, -3.5087, -1.4760)
C (0.3252, -2.1864, -1.1548)
N (-0.8533, -1.7367, -0.4372)
C (-1.0576, -2.5244, 0.8196)
C (-2.0950, -1.8058, -1.2730)
H (-1.4150, 4.0984, -0.3704)
H (-0.1857, 3.3890, 0.6957)
H (-1.9064, 2.9126, 0.8461)
H (-2.4745, 2.8470, -2.0168)
H (-2.9306, 1.4982, -0.9578)
H (-1.9600, 1.2002, -2.4366)
H (-0.3396, 4.3467, -2.2323)
H (1.6738, 4.7094, -3.6040)
H (3.4013, 2.9370, -3.7706)
H (3.1108, 0.8233, -2.6582)
H (3.1846, -0.8406, -2.3970)
H (3.5590, -3.1486, -2.9643)
H (1.8811, -4.8866, -2.4102)
H (-0.1956, -4.2686, -1.2272)
H (-1.3262, -3.5544, 0.5760)
H (-1.8738, -2.0806, 1.3872)
H (-0.1324, -2.5254, 1.3900)
H (-2.3759, -2.8515, -1.4133)
H (-1.8986, -1.3572, -2.2441)
H (-2.9036, -1.2866, -0.7620)
S (-0.2683, 1.1469, 2.2930)
C (-0.3299, 0.1463, 3.7188)
N (-0.3340, 0.7231, 4.8866)
C (-0.2152, -0.1586, 6.0641)
C (-0.5732, -1.5682, 5.5833)
S (-0.3515, -1.5540, 3.7636)
H (-0.3092, 1.7318, 4.9866)
H (-0.8924, 0.1833, 6.8445)
H (0.8077, -0.0991, 6.4383)
H (-1.6080, -1.8348, 5.7875)
H (0.0809, -2.3253, 6.0085)